Formula: C5H10N2O2S
Source: the Open Molecules 2025 dataset
Level of theory: the ωB97M-V functional and the def2-TZVPD basis

The geometry in XYZ format:
```
20
Properties=species:S:1:pos:R:3
C -2.35740 -0.59108 0.00018
C -1.02264 -1.34749 -0.03025
N 0.06796 -0.38906 0.16637
C 1.31956 -0.76337 -0.55109
N 2.59463 -0.64470 0.24209
O 3.42882 -1.51814 0.19542
O 2.78183 0.41003 0.78580
C 0.50864 0.32655 -1.00075
S 0.97028 2.04555 -0.67764
C 0.19710 2.18583 0.94401
H -2.57190 -0.15162 -0.95494
H -3.33598 -1.17653 0.05846
H -2.29599 0.23336 0.64228
H -0.82028 -2.21536 0.61437
H -0.96642 -1.80063 -1.04569
H 1.37613 -1.69202 -1.12183
H 0.07922 0.33214 -2.06147
H 0.65913 3.02337 1.48977
H 0.20422 1.26045 1.57682
H -0.81690 2.47269 0.72809
```

Summary:
**Structure (SMILES)**: CCN1[C@H]([N+](=O)[O-])[C@@H]1SC
**Frontier orbital gap**: 8.957 eV
**ΔE to the lowest compared entry with this formula, charge and spin**: 4.1743 eV
**HOMO**: -8.522 eV
**DFT total energy**: -854.51348 hartree

Formula: C12H17N4O3S
Source: the Open Molecules 2025 dataset
Level of theory: the ωB97M-V functional and the def2-TZVPD basis

The geometry in XYZ format:
```
37
Properties=species:S:1:pos:R:3
C -1.16355 3.21500 4.23350
C 0.15492 2.88878 3.53778
C 0.55051 3.95210 2.51899
C 1.86557 3.55262 1.81393
O 2.87929 4.22100 1.98541
N 1.70741 2.46715 1.07866
S 2.90772 1.76291 0.27807
O 3.37437 2.47258 -0.89845
O 3.92732 1.14731 1.10674
C 1.88428 0.40169 -0.33570
C 1.63725 -0.68483 0.48345
C 0.79150 -1.69122 0.06233
C 0.18282 -1.61528 -1.19488
N -0.65494 -2.66682 -1.53093
N -1.14506 -2.65722 -2.70783
N -1.95622 -3.64696 -3.00515
C -2.48723 -3.66966 -4.33591
C -2.30895 -4.71478 -2.10158
C 0.43539 -0.50803 -2.01397
C 1.28035 0.49136 -1.57731
H -1.96960 3.28588 3.50521
H -1.42170 2.44304 4.95764
H -1.09356 4.16726 4.75760
H 0.94855 2.79835 4.28322
H 0.07736 1.93358 3.01593
H 0.70106 4.91719 3.00846
H -0.23261 4.04842 1.76448
H 2.12780 -0.71834 1.44381
H 0.58654 -2.55139 0.68407
H -2.11806 -2.79363 -4.86404
H -3.58161 -3.64635 -4.31647
H -2.16879 -4.57269 -4.86768
H -3.39144 -4.74745 -1.95429
H -1.97067 -5.67790 -2.49338
H -1.81063 -4.50431 -1.15619
H -0.04448 -0.45607 -2.98126
H 1.49909 1.35669 -2.18426
```

Summary:
**Structure (SMILES)**: CCCC(=O)N=[S@@](=O)([O-])c1ccc(/N=N/N(C)C)cc1
**Frontier orbital gap**: 7.379 eV
**ΔE to the lowest compared entry with this formula, charge and spin**: 0.0000 eV
**HOMO**: -4.951 eV
**DFT total energy**: -1310.40498 hartree
**Net charge**: -1

Formula: C3HINS
Source: the Open Molecules 2025 dataset
Level of theory: the ωB97M-V functional and the def2-TZVPD basis

The geometry in XYZ format:
```
7
Properties=species:S:1:pos:R:3
C -0.56876 1.72731 0.37617
C -0.75710 -0.47565 0.10178
C 0.60586 -0.26206 -0.24255
N -1.46458 0.57531 0.09789
S 0.95032 1.49286 -0.20964
I 2.25580 -1.50958 -0.25798
H -1.02154 -1.54819 0.13433
```

Summary:
**Frontier orbital gap (alpha / beta)**: 7.056 / 6.807 eV
**ΔE to the lowest compared entry with this formula, charge and spin**: 1.3455 eV
**HOMO (alpha / beta)**: -14.795 / -15.265 eV
**DFT total energy**: -865.08026 hartree
**Net charge**: +1

Formula: C10H33BrN2O7
Source: the Open Molecules 2025 dataset
Level of theory: the ωB97M-V functional and the def2-TZVPD basis

The geometry in XYZ format:
```
53
Properties=species:S:1:pos:R:3
N 0.24494 2.37462 -4.75066
H 0.25560 1.99130 -3.75906
H -0.65173 2.73300 -5.08239
H 0.46328 1.58412 -5.36559
H 0.96523 3.08671 -4.87956
Br 0.43941 0.76461 -2.08277
C 2.63036 -0.49148 4.39588
C 1.20024 -0.00611 4.58345
C 0.31947 -0.24175 3.32629
O 0.83756 0.44801 2.22409
C 1.43056 -0.36738 1.25140
N 0.64670 -0.56672 5.80959
H 3.11587 0.04171 3.57920
H 2.58620 -1.55514 4.13626
H 3.18725 -0.31597 5.31289
H 1.25751 1.08285 4.70567
H -0.68736 0.11690 3.55683
H 0.21902 -1.32919 3.20968
H 0.77271 -1.04038 0.68064
H 2.17637 -1.04773 1.68321
H 1.87072 0.25187 0.47132
H -0.28729 -0.20380 5.97248
H 0.56910 -1.57608 5.69495
C -2.76548 -1.70824 -1.16792
C -2.74817 -3.23642 -1.02176
O -3.62061 -3.74177 -2.02331
O -1.83789 -1.10408 -0.29673
H -3.79297 -1.37823 -0.95652
H -2.63331 -1.47332 -2.22947
H -3.03855 -3.49594 -0.00283
H -1.72252 -3.55490 -1.23315
H -3.70501 -4.69392 -1.93101
H -1.20757 -0.64269 -0.87167
C 4.42607 -0.94017 -2.18134
C 3.43697 -2.07261 -2.34912
O 2.29499 -1.94780 -1.51966
O 3.94963 0.30171 -2.74162
H 5.38723 -1.10703 -2.66385
H 4.57275 -0.75304 -1.10996
H 3.89615 -3.03282 -2.10559
H 3.16161 -2.15096 -3.40821
H 1.81895 -1.19978 -1.92304
H 3.03746 0.43259 -2.43885
C -2.76057 2.67147 -0.14935
C -3.72336 3.80839 0.15011
O -4.67468 3.47362 1.13963
O -1.78893 3.14857 -1.06928
H -3.25774 1.78836 -0.57201
H -2.25985 2.42110 0.79818
H -4.19320 4.07460 -0.80343
H -3.10994 4.62470 0.53718
H -5.53116 3.32368 0.73839
H -1.17204 2.43098 -1.26762
```

Summary:
**Frontier orbital gap**: 7.568 eV
**ΔE to the lowest compared entry with this formula, charge and spin**: 0.0000 eV
**HOMO**: -8.472 eV
**DFT total energy**: -3610.94069 hartree

Formula: C6H15NO
Source: the Open Molecules 2025 dataset
Level of theory: the ωB97M-V functional and the def2-TZVPD basis

The geometry in XYZ format:
```
23
Properties=species:S:1:pos:R:3
C -1.76452 0.35322 -0.93643
C -1.69058 1.88719 -0.34426
C -0.34506 2.20916 0.14098
N -0.18849 2.87942 1.29649
O 0.59244 2.01378 -0.57038
H -2.32585 0.41372 -1.78351
H -2.25961 -0.44704 -0.33385
H -0.79517 0.11875 -1.33520
H -1.87199 2.50798 -1.24424
H -2.56692 1.90664 0.29088
H 0.78801 3.04285 1.59637
H -0.82308 2.72354 2.14511
C 2.39357 -2.58501 0.23550
C 1.05776 -2.98704 -0.50365
C -0.05886 -2.86335 0.52347
H 3.13506 -2.99846 -0.48977
H 2.46527 -3.17756 1.24587
H 2.43466 -1.53118 0.37478
H 0.85015 -2.16319 -1.43827
H 1.19731 -4.04163 -0.83655
H -0.22338 -3.85715 1.09058
H 0.11831 -2.13502 1.35438
H -1.09683 -2.71342 0.15738
```

Summary:
**Structure (SMILES)**: CCC(N)=O.CCC
**Frontier orbital gap**: 10.725 eV
**ΔE to the lowest compared entry with this formula, charge and spin**: 1.9985 eV
**HOMO**: -9.873 eV
**DFT total energy**: -367.55785 hartree